8
Properties=species:S:1:pos:R:3:lowdin_charge:R:1 method="wB97M-V/def2-TZVPD" homo_lumo_gap_ha="0.2174 / 0.3051" e_lumo_ev="2.78 / 3.14" charge=-1 homo_energy_ev="-3.13 / -5.16" relative_energy_kj_mol=287.3 spin_multiplicity=1
C 1.856 -0.326 -0.790 -0.526
O -1.682 0.035 1.993 -0.474
O -1.961 1.534 0.081 -0.462
O -2.153 -0.934 -0.305 -0.471
S -1.625 0.177 0.513 0.449
Br 2.594 0.226 0.831 0.554
H 1.269 -1.154 -0.742 -0.075
H 1.701 0.442 -1.581 0.006

---

7
Properties=species:S:1:pos:R:3:lowdin_charge:R:1 method="wB97M-V/def2-TZVPD" homo_lumo_gap_ha="0.3151 / 0.3151" e_lumo_ev="-1.35 / -1.35" homo_energy_ev="-9.93 / -9.93" relative_energy_kj_mol=408.6 spin_multiplicity=1
C 0.015 0.200 0.597 -0.078
N -0.371 0.372 -0.643 -0.963
F 1.245 -1.561 0.900 -0.521
Cl -1.912 -0.169 -1.195 0.673
Cl 0.774 0.642 -1.900 0.691
H 0.951 0.628 0.906 0.096
H -0.701 -0.113 1.335 0.103

---

9
Properties=species:S:1:pos:R:3:lowdin_charge:R:1 method="wB97M-V/def2-TZVPD" homo_lumo_gap_ha=0.3665 smiles="O=[N+]([O-])CN(Cl)Cl" e_lumo_ev=-0.33 homo_energy_ev=-10.30 relative_energy_kj_mol=23.8 spin_multiplicity=1
C -0.265 -0.374 -0.052 -0.196
N -1.119 0.801 0.182 -0.432
N 1.250 -0.202 0.373 -0.922
O -0.638 1.848 0.502 0.087
O -2.289 0.571 -0.007 0.088
Cl 1.983 0.944 -0.715 0.568
Cl 2.031 -1.747 0.267 0.563
H -0.635 -1.200 0.560 0.120
H -0.318 -0.641 -1.110 0.122

---

9
Properties=species:S:1:pos:R:3:lowdin_charge:R:1 method="wB97M-V/def2-TZVPD" homo_lumo_gap_ha="0.3227 / 0.2434" e_lumo_ev="-1.31 / -2.62" homo_energy_ev="-10.09 / -9.24" relative_energy_kj_mol=379.3 spin_multiplicity=1
C 0.119 -0.071 0.093 0.161
N 3.330 0.250 -0.866 -1.018
N 1.103 -0.518 0.886 -0.459
O 1.417 -1.755 0.812 -0.114
O 1.788 0.294 1.641 -0.167
Cl 3.577 1.365 0.275 0.660
Cl 3.527 -1.259 -0.483 0.731
H -0.279 -0.755 -0.670 0.105
H -0.499 0.822 0.123 0.101

---

The evaluated E for the records listed, in turn: -88088.420; -30317.362; -33184.072; -33180.388 eV.